The following is a quantum chemistry calculation of a 8-piece molecular cluster, C25H43Br14ClF5INO4S overall, from the OMol25 dataset.

XYZ file:
```
95
Properties=species:S:1:pos:R:3:lowdin_charge:R:1
H -0.932 1.233 -0.275 0.078
F 1.205 -2.420 -1.411 0.028
Br -3.154 -1.779 -3.298 0.834
H -1.431 -7.017 5.078 0.059
H -5.492 -1.054 -3.636 0.054
C 3.460 -1.209 -3.083 -0.158
H -5.418 1.312 -3.027 -0.054
Br -5.224 -7.445 5.499 0.589
C 2.679 -2.578 -3.590 -0.126
H 3.838 2.828 5.314 0.040
C 1.261 -2.869 -2.821 -0.180
Br 2.679 -5.780 -5.434 0.638
C -0.173 2.096 0.032 -0.247
H -1.217 3.004 -1.811 0.042
H -3.806 -2.582 0.102 0.053
O 0.724 0.363 2.588 -0.406
C -3.354 -7.963 5.304 -0.699
Br -5.353 -3.599 3.467 0.575
Br -2.688 -6.276 3.083 0.635
H -2.722 -5.882 5.551 0.058
C -4.559 3.557 -6.279 -0.671
C -4.920 -3.702 1.568 -0.698
C -4.481 0.748 -3.023 -0.775
Cl 2.520 2.775 2.271 0.364
H 3.001 6.651 10.194 0.058
Br -3.493 1.418 -1.480 0.662
H -5.866 4.507 -4.802 0.059
H 5.222 2.285 6.297 0.061
C 4.584 3.138 6.052 -0.675
H 3.375 -1.159 -1.917 0.119
F 0.094 -2.084 -5.046 0.026
Br 3.209 -9.278 -4.375 0.587
H 2.437 -7.368 -2.958 0.056
H 1.992 3.626 -1.641 0.135
H -4.535 2.668 -6.916 0.057
C -4.250 -2.435 1.091 -0.662
H -4.242 -4.555 1.477 -0.004
H -5.851 -3.926 1.040 0.054
H 4.596 -1.353 -3.414 0.134
H 1.799 -0.246 -4.328 0.106
O 3.435 1.024 -0.482 -0.283
C -0.073 -2.284 -3.584 -0.189
H 4.004 6.684 7.773 -0.009
C -2.490 -6.772 4.959 -0.680
Br 4.936 9.002 7.853 0.584
N 1.362 1.669 -2.572 -0.073
C 2.816 1.484 -3.036 -0.667
O 0.222 2.371 4.153 -0.463
H 5.966 4.795 6.421 0.051
H -3.071 -8.376 6.276 0.056
Br 4.309 5.693 4.780 0.607
H 0.940 1.716 0.120 0.081
H 0.510 -6.550 -4.535 0.055
H 0.755 3.778 -3.146 0.089
H 6.123 4.016 4.826 0.062
C 3.826 7.292 9.869 -0.694
H 3.530 0.285 -4.852 0.077
C 2.856 0.084 -3.887 -0.214
Br 3.621 3.540 7.700 0.601
H 0.710 1.416 -3.367 0.108
H -0.578 3.811 1.641 0.112
C 3.890 1.579 -1.800 -0.467
F -0.495 -1.025 -2.902 -0.053
C -0.231 3.209 -1.170 -0.191
H 3.831 8.204 10.471 0.049
H -3.320 -8.757 4.552 0.051
O 5.110 2.145 -1.856 -0.185
H -0.325 4.302 -0.745 0.109
I 3.439 3.070 -4.478 0.758
H 1.130 -8.541 -3.260 0.058
Br -5.546 -0.997 0.855 0.621
H -6.629 4.148 -6.372 0.056
C -4.751 -0.733 -2.898 -0.662
H 2.740 7.896 8.108 0.063
H -4.252 4.427 -6.865 0.057
C 5.417 4.316 5.605 -0.681
H -3.900 1.010 -3.912 -0.031
Br -3.162 3.332 -4.937 0.687
F 1.084 -4.369 -2.784 -0.059
C -5.904 3.797 -5.633 -0.660
Br -6.656 2.139 -4.933 0.717
C -0.604 2.648 1.514 -0.250
H 3.397 -3.493 -3.320 0.120
C 1.384 -7.121 -4.861 -0.685
H 1.119 -7.708 -5.746 0.051
H -3.483 -2.064 1.777 0.063
F -1.167 -3.291 -3.321 -0.159
H 2.586 -2.617 -4.779 0.123
C 1.078 3.114 -2.208 -0.274
S 0.670 1.906 2.730 0.483
H -5.086 -1.031 -1.900 -0.020
C 3.741 7.554 8.383 -0.705
Br 5.444 6.301 10.320 0.575
H -1.698 2.281 1.737 0.122
C 1.928 -7.958 -3.726 -0.697
```

The calculation puts the HOMO-LUMO gap at 6.35 eV. As for the net charge: -1.



The following is a quantum chemistry calculation of C3H7N3O2 in the gas phase, from the OMol25 dataset.

XYZ file:
```
15
Properties=species:S:1:pos:R:3:nbo_charge:R:1
H -0.537 1.238 1.337 0.207
C -0.707 0.245 1.039 -0.317
H -1.515 -0.193 1.686 0.227
C -0.529 1.101 -1.207 0.102
H -0.564 2.223 -1.083 0.169
H 1.549 -0.711 -2.572 0.370
C 0.597 -0.586 1.339 0.787
H -2.153 0.116 -0.406 0.390
H 1.627 -1.164 2.704 0.498
N 0.591 -0.511 -2.280 -0.657
N 0.327 0.809 -2.086 -0.206
O 0.876 -0.443 2.650 -0.677
O 1.265 -1.236 0.592 -0.593
H 0.282 -1.013 -1.393 0.381
N -1.109 0.126 -0.320 -0.681
```

Its SMILES is N/N=C\NCC(=O)O. The calculation puts the HOMO-LUMO gap at 9.26 eV. The relative energy (zero: lowest compared OMol25 entry of this formula, charge and spin) comes out at 67.4 kcal per mole.



The following is a quantum chemistry calculation of CH2Br3NO2S as an isolated structure, from the OMol25 dataset.

XYZ file:
```
10
Properties=species:S:1:pos:R:3:nbo_charge:R:1
O 1.237 -0.615 1.019 -0.910
S -0.023 -0.303 0.457 2.245
N -0.558 1.110 1.129 -1.053
Br 1.127 -2.775 -1.314 -0.023
Br 1.427 1.035 -2.045 0.237
Br -1.500 -0.236 -2.121 0.244
H 0.284 1.820 1.350 0.393
C -0.025 0.327 -1.189 -0.611
H -0.788 0.763 2.058 0.391
O -1.182 -1.125 0.658 -0.913
```

The calculation puts the HOMO-LUMO gap (alpha / beta) at 9.14 / 5.52 eV. The relative energy (zero: lowest compared OMol25 entry of this formula, charge and spin) comes out at 62.6 kcal per mole.



The following is a quantum chemistry calculation of C3H12FINO6SSi2 as an isolated structure, from the OMol25 dataset.

XYZ file:
```
27
Properties=species:S:1:pos:R:3:nbo_charge:R:1
H 0.398 -3.831 2.203 0.258
C 0.738 1.899 -0.752 -1.188
O 0.364 -5.118 0.019 -0.707
C 1.158 -4.027 0.210 0.791
H 0.019 4.789 -0.305 0.470
H 0.971 6.044 0.263 0.461
N 0.850 5.028 0.244 -0.860
O 0.488 -0.888 -0.119 -1.254
H 1.651 1.738 -0.181 0.259
H 1.800 -2.772 1.757 0.273
H 0.937 2.391 -1.703 0.261
H -2.474 -2.266 0.494 0.516
Si -0.348 -1.884 0.919 1.902
H 0.739 4.677 1.198 0.461
S -2.250 0.786 -0.918 2.017
F -2.567 0.954 0.614 -0.491
H 0.026 2.490 -0.168 0.212
Si -0.096 0.264 -1.102 1.411
O -1.618 -2.583 0.174 -1.071
O -3.096 -0.222 -1.459 -0.874
I 0.359 -0.376 -3.366 -0.076
H -0.814 -1.109 2.086 -0.240
H 1.667 4.587 -0.185 0.466
H 0.535 -5.777 0.705 0.495
O 1.970 -3.698 -0.599 -0.538
O -2.263 2.114 -1.465 -0.935
C 0.856 -3.207 1.436 -1.018
```

The calculation puts the HOMO-LUMO gap at 8.07 eV. As for the net charge: +1.



The following is a quantum chemistry calculation of a 2-piece molecular cluster, C2H8O2 overall, from the OMol25 dataset.

XYZ file:
```
12
Properties=species:S:1:pos:R:3:nbo_charge:R:1
H -2.247 1.694 -1.119 0.180
H -1.831 2.013 0.629 0.171
H 2.127 -0.262 -1.171 0.186
C -1.638 1.417 -0.264 -0.254
H 1.488 -1.900 -0.718 0.176
O 2.035 -0.738 0.836 -0.734
H -0.598 1.640 -0.532 0.164
C 1.522 -0.847 -0.491 -0.226
H 0.468 -0.569 -0.482 0.130
O -1.881 0.035 -0.016 -0.721
H 1.372 -0.473 1.475 0.470
H -1.052 -0.442 0.022 0.457
```

Its SMILES is CO.CO. The calculation puts the HOMO-LUMO gap at 11.40 eV. The relative energy (zero: lowest compared OMol25 entry of this formula, charge and spin) comes out at 24.0 kcal per mole.



The following is a quantum chemistry calculation of a 2-piece molecular cluster, C7H20BO2S overall, from the OMol25 dataset.

XYZ file:
```
31
Properties=species:S:1:pos:R:3:nbo_charge:R:1
O 1.101 -1.512 -2.277 -1.037
C 0.332 0.409 2.201 -0.395
C -1.203 -0.856 0.563 -0.395
H 3.208 0.588 -4.450 -0.014
O 1.111 -1.300 -4.737 -1.016
H -1.648 -0.750 -0.429 0.209
C -0.421 -2.163 0.608 -0.624
H 0.453 0.405 0.061 0.232
H 1.050 -0.411 2.280 0.205
H -0.322 0.720 -2.287 0.217
H -2.255 1.526 2.552 0.204
C -0.331 0.371 0.823 -0.406
H -1.063 -3.011 0.363 0.198
C -0.201 0.454 -3.336 -0.870
H 0.919 1.330 2.280 0.195
H -2.039 -0.889 1.272 0.174
H -1.068 -0.084 -3.716 0.219
B 2.735 0.535 -3.337 -0.655
H -1.090 2.453 3.500 0.197
H 2.298 1.617 -2.986 -0.033
H -2.272 1.422 4.310 0.198
S 1.233 -0.629 -3.443 1.982
C -0.634 0.335 3.383 -0.397
H -0.932 1.275 0.682 0.188
H 0.385 -2.132 -0.128 0.259
H -1.187 -0.607 3.353 0.194
H 3.503 0.099 -2.511 -0.012
C -1.619 1.499 3.438 -0.609
H 0.001 1.338 -3.938 0.223
H -0.052 0.317 4.310 0.191
H 0.010 -2.349 1.595 0.180
```

The calculation puts the HOMO-LUMO gap at 8.14 eV. As for the net charge: -1.



Number 1: strongest force on any atom 7.601 eV/A, DFT total energy -39025.4727 hartree. Number 2: strongest force on any atom 3.506 eV/A, DFT total energy -433.2153 hartree. Number 3: strongest force on any atom 3.895 eV/A, DFT total energy -8364.6270 hartree. Number 4: strongest force on any atom 1.709 eV/A, DFT total energy -2002.3891 hartree. Number 5: strongest force on any atom 1.667 eV/A, DFT total energy -231.4241 hartree. Number 6: strongest force on any atom 0.480 eV/A, DFT total energy -852.2680 hartree.